Arrangement w

Density functional theory data (ωB97M-V/def2-TZVPD) for the molecule C20H28FN5O3S.

The net charge is 0. As for the HOMO energy: -0.297 Eh. Its spin multiplicity is 1. As for the gap between HOMO and LUMO: 8.0 eV.

CARTESIAN COORDINATES (ANGSTROEM)
C 0.3724 0.6330 5.5276
N -0.2856 1.1041 4.3258
C 0.3506 2.3066 3.8224
C -1.7112 1.2738 4.5395
C -2.4751 1.4105 3.2163
N -2.0908 0.3728 2.2923
C -1.3621 0.6225 1.1960
O -1.1025 1.7503 0.7972
C -0.9356 -0.5976 0.4728
O -1.5068 -1.7615 0.8509
N -1.0165 -2.7687 0.1005
C -0.1420 -2.2646 -0.7289
C 0.5637 -3.0816 -1.7374
S -0.3205 -3.0359 -3.3445
C -1.4906 -4.3616 -3.2457
C -2.0030 -4.8163 -4.4591
C -2.9250 -5.8425 -4.4867
C -3.3231 -6.4107 -3.2886
F -4.2198 -7.4218 -3.3063
C -2.8315 -5.9681 -2.0756
C -1.9131 -4.9328 -2.0526
C -0.0359 -0.8477 -0.5425
C 0.9532 0.0106 -1.2531
O 1.9436 -0.4798 -1.7712
N 0.6476 1.3155 -1.2906
C 1.5626 2.2881 -1.8316
C 2.3398 2.9904 -0.6943
N 3.2576 4.0313 -1.0917
C 2.6219 5.2012 -1.6558
C 4.3569 3.5676 -1.9103
H 0.3050 1.3503 6.3600
H -0.0766 -0.3083 5.8427
H 1.4236 0.4562 5.3071
H 1.4146 2.1138 3.6985
H -0.0591 2.5645 2.8490
H 0.2258 3.1636 4.5020
H -1.9421 2.1517 5.1692
H -2.0733 0.3817 5.0592
H -2.2619 2.3642 2.7319
H -3.5495 1.3464 3.4127
H -2.1989 -0.5835 2.5955
H 1.5329 -2.6312 -1.9535
H 0.6633 -4.1196 -1.4299
H -1.6691 -4.3572 -5.3765
H -3.3298 -6.2072 -5.4172
H -3.1692 -6.4254 -1.1591
H -1.5525 -4.5686 -1.1038
H -0.0939 1.6657 -0.6864
H 2.2530 1.7583 -2.4911
H 0.9908 3.0210 -2.4065
H 1.6158 3.4278 0.0004
H 2.9113 2.2305 -0.1530
H 3.3551 6.0070 -1.6981
H 2.2322 5.0418 -2.6724
H 1.8026 5.5123 -1.0102
H 4.0619 3.3314 -2.9429
H 4.7907 2.6778 -1.4588
H 5.1179 4.3477 -1.9436

***

Arrangement x

Density functional theory data (ωB97M-V/def2-TZVPD) for the molecule C20H28FN5O3S.

The net charge is 0. As for the HOMO energy: -0.296 Eh. Its spin multiplicity is 1. As for the gap between HOMO and LUMO: 8.0 eV.

CARTESIAN COORDINATES (ANGSTROEM)
C -5.9000 -1.8769 -0.7702
N -4.8807 -1.2114 0.0164
C -5.4338 -0.0750 0.7274
C -4.1796 -2.1309 0.8999
C -3.1082 -2.8964 0.1154
N -2.3040 -1.9417 -0.6065
C -0.9702 -1.8937 -0.5390
O -0.2882 -2.7391 0.0279
C -0.3879 -0.7006 -1.1990
O -1.2695 0.2169 -1.6551
N -0.6046 1.2950 -2.1135
C 0.6743 1.0690 -1.9658
C 1.6618 2.1340 -2.2022
S 2.1676 2.8094 -0.5560
C 0.6220 2.7153 0.3188
C 0.5830 2.0124 1.5163
C -0.6171 1.8404 2.1797
C -1.7648 2.3753 1.6225
F -2.9488 2.1701 2.2445
C -1.7417 3.1043 0.4478
C -0.5347 3.2810 -0.2032
C 0.8939 -0.2237 -1.3878
C 2.2510 -0.8092 -1.2039
O 3.2333 -0.2594 -1.6785
N 2.2941 -1.9509 -0.5077
C 3.5294 -2.6469 -0.2473
C 3.8364 -2.7583 1.2625
N 4.3593 -1.5866 1.9257
C 5.6702 -1.1801 1.4664
C 3.4498 -0.4612 1.9735
H -5.4546 -2.6855 -1.3459
H -6.7070 -2.2927 -0.1476
H -6.3338 -1.1604 -1.4658
H -5.8765 0.6083 0.0044
H -6.2074 -0.3628 1.4538
H -4.6389 0.4491 1.2538
H -4.8585 -2.8458 1.3915
H -3.6841 -1.5431 1.6759
H -3.5680 -3.5940 -0.5916
H -2.4567 -3.4596 0.7864
H -2.8319 -1.1771 -1.0099
H 2.5864 1.7394 -2.6190
H 1.2449 2.9331 -2.8113
H 1.4930 1.5924 1.9142
H -0.6718 1.2875 3.1041
H -2.6551 3.5160 0.0500
H -0.4977 3.8432 -1.1220
H 1.4312 -2.3698 -0.1628
H 3.4588 -3.6577 -0.6621
H 4.3265 -2.1072 -0.7625
H 2.9179 -3.0525 1.7799
H 4.5708 -3.5575 1.3972
H 6.0746 -0.4579 2.1758
H 6.3286 -2.0468 1.4397
H 5.6559 -0.7095 0.4731
H 3.3987 0.0902 1.0250
H 3.7970 0.2275 2.7462
H 2.4541 -0.8136 2.2394

***

Most stable: arrangement x. Least stable: arrangement w.

***

Arrangement w

Density functional theory data (ωB97M-V/def2-TZVPD) for a cluster of 3 separate species, C4H14O3 in total.

The net charge is 0. As for the HOMO energy: -0.376 Eh. Its spin multiplicity is 1. As for the gap between HOMO and LUMO: 10.9 eV.

CARTESIAN COORDINATES (ANGSTROEM)
C 1.9273 -0.4744 1.5126
C 0.6873 0.5067 1.4139
C -0.3138 -0.2733 0.5350
C -1.6068 0.5483 0.4732
O -1.5376 1.5014 -0.5874
H 2.2422 -0.7057 0.4873
H 1.5688 -1.5101 1.6748
H 2.7812 -0.1690 2.0976
H 0.2726 0.7834 2.4102
H 1.2136 1.3063 0.8798
H -0.0064 -0.4561 -0.5358
H -0.4230 -1.3286 0.7814
H -1.8316 1.1810 1.3084
H -2.5280 -0.0387 0.2841
H -0.9412 1.1878 -1.2930
O 2.3809 0.0562 -2.0085
H 2.2371 0.9211 -1.6312
H 2.0565 0.0191 -2.9055
O -2.4886 -1.0305 -1.9424
H -2.9555 -1.7612 -1.5316
H -2.7349 -0.2637 -1.4231

***

Arrangement x

Density functional theory data (ωB97M-V/def2-TZVPD) for a cluster of 3 separate species, C4H14O3 in total.

The net charge is 0. As for the HOMO energy: -0.364 Eh. Its spin multiplicity is 1. As for the gap between HOMO and LUMO: 10.5 eV.

CARTESIAN COORDINATES (ANGSTROEM)
C -0.8643 2.1379 -0.6080
C -1.1825 0.8953 0.2127
C -2.1498 0.0142 -0.6495
C -3.2903 -0.5596 0.2125
O -1.2841 -0.9830 -1.2206
H 0.1833 2.4398 -0.4737
H -1.5279 2.9762 -0.3698
H -0.8946 2.0008 -1.6859
H -0.3273 0.2445 0.3829
H -1.5788 1.0502 1.2126
H -2.5732 0.4460 -1.5606
H -4.1301 0.1015 0.0362
H -3.4960 -1.6039 -0.0609
H -3.0245 -0.6852 1.2628
H -1.5013 -1.8926 -1.0247
O 3.1815 -2.2083 -0.4706
H 3.1212 -1.3229 -0.1130
H 3.7511 -2.6494 0.1700
O 5.8597 -0.5725 1.5369
H 6.0964 0.0302 2.2520
H 5.6314 0.1408 0.9586

***

Most stable: arrangement x. Least stable: arrangement w.

***

Arrangement w

Density functional theory data (ωB97M-V/def2-TZVPD) for a cluster of 4 separate species, C4H14O3 in total.

The net charge is 0. As for the HOMO energy: -0.342 Eh. Its spin multiplicity is 1. As for the gap between HOMO and LUMO: 9.7 eV.

CARTESIAN COORDINATES (ANGSTROEM)
C 0.0535 1.2487 2.2453
C -0.2782 -0.1555 1.9357
C -1.4688 -0.7151 1.7365
C -1.7241 -2.1828 1.5743
H 0.7765 1.7136 1.5659
H 0.5917 1.4368 3.1891
H -0.8248 1.8857 2.3635
H 0.5581 -0.8593 1.9782
H -2.2842 0.0125 1.7009
H -2.5954 -2.5392 2.1112
H -1.6681 -2.3907 0.5112
H -0.9079 -2.7031 2.0836
O 1.4635 0.4466 -3.1136
H 0.7478 0.6772 -2.5083
H 1.3996 -0.5180 -3.2571
O 3.8543 0.6711 -0.4717
H 3.4417 1.4780 -0.1282
H 4.5715 0.9886 -1.0248
O -2.6056 0.2362 -2.5019
H -1.6663 0.4698 -2.3954
H -2.9729 0.6954 -1.7668

***

Arrangement x

Density functional theory data (ωB97M-V/def2-TZVPD) for a cluster of 4 separate species, C4H14O3 in total.

The net charge is 0. As for the HOMO energy: -0.336 Eh. Its spin multiplicity is 1. As for the gap between HOMO and LUMO: 9.5 eV.

CARTESIAN COORDINATES (ANGSTROEM)
C 0.7375 2.2956 -0.3171
C -0.0357 0.9105 -0.6415
C -1.2889 0.7949 -1.1864
C -2.1548 -0.2459 -1.5423
H 1.0731 2.3133 0.7332
H 1.6703 2.2530 -0.9327
H 0.0616 3.0786 -0.6833
H 0.7688 0.0478 -0.5329
H -1.8472 1.8143 -1.4155
H -3.3167 -0.1558 -1.0320
H -2.1452 -0.3636 -2.5390
H -1.8502 -1.2229 -1.2631
O -0.0345 -0.7776 2.5717
H -0.3797 -0.0499 2.0555
H -0.5338 -1.0550 3.3288
O 3.0662 -0.7270 0.1275
H 2.5474 -0.5066 0.9039
H 2.5291 -1.3786 -0.3080
O 0.6125 -2.2187 0.6028
H 0.6874 -2.9809 1.0034
H -0.1671 -1.8255 1.0670

***

Most stable: arrangement w. Least stable: arrangement x.